(1)
C8H17N2S | ωB97M-V/def2-TZVPD

```
28
Properties=species:S:1:pos:R:3
N -2.52611 0.76350 1.02263
C 1.61430 -1.65936 -0.17139
H -0.27917 1.93157 1.52308
S 2.88125 1.12317 -0.35672
H -3.24841 -0.40730 -1.33036
H 0.15390 -0.98533 1.22521
C 1.11281 -3.05790 0.14511
H 2.03197 -3.62803 0.20824
C 1.53562 0.76842 0.79375
H 1.02689 2.80309 0.54258
H -3.61950 1.28047 -1.17078
C -1.74493 0.86072 -0.12581
H 1.58014 -1.61567 -1.22202
C -0.42864 1.46589 -0.56351
H -2.64853 1.72243 1.33105
C 0.42113 1.85637 0.61587
C -0.14503 0.01078 -0.75645
H 1.85295 0.64650 1.81884
H 3.85740 1.75609 0.35534
H -2.27423 0.87588 -2.23250
H 0.60459 -3.16228 1.07670
H 0.50935 -3.54453 -0.55721
N -2.78265 0.60629 -1.33510
H -0.40328 2.18175 -1.41390
H -0.20268 -0.64455 -1.71217
C 0.72240 -0.53796 0.40257
H -2.24873 0.16710 1.75723
H 2.64719 -1.57710 0.12972
```

Output
LUMO energy = -3.4 eV
Energy above the lowest of the compared OMol25 structures with the same formula, charge and spin = 3.238 eV
Total charge = +1
Gap between HOMO and LUMO = 8.693 eV
HOMO energy = -12.059 eV

Atomic partial charges in e from the natural (NBO) method, atoms 1 to 6:
1 N -0.85
2 C -0.40
3 H 0.21
4 S -0.05
5 H 0.46
6 H 0.23

=====

(2)
C8H17NO3Si | ωB97M-V/def2-TZVPD

```
30
Properties=species:S:1:pos:R:3
H -2.16535 2.08438 1.35739
Si -0.51568 -0.33234 -0.36518
C -2.96151 0.82074 -0.22248
H -3.31838 0.76355 1.88472
H 3.69813 0.99289 0.20610
H 2.78722 3.15940 -0.70501
C 2.66642 0.61982 0.63744
O -2.10635 -0.26467 -0.22567
H 1.68138 2.47117 1.42198
C -3.13269 1.51247 1.17327
H -1.17047 -3.87383 0.64140
H 2.84726 0.30209 1.77871
H 0.94552 2.99702 -1.02609
C 0.28482 -0.13315 -2.06319
C 1.64103 1.73492 0.54698
H -4.03255 0.56617 -0.56712
H 0.10383 -4.92996 0.04491
C 1.86445 2.51115 -0.77683
H 2.02108 1.72028 -1.48906
H -2.70375 1.66178 -0.96899
N 0.70727 0.04178 -3.12005
C -0.33581 -3.96446 -0.17707
H 2.36664 -0.16730 0.10892
O 0.34480 1.27428 0.62637
H -3.90332 2.31413 1.05067
O -0.05281 -1.62448 0.43813
H 1.38579 -2.63946 -0.47756
C 0.60021 -2.81602 0.26666
H 1.16049 -3.10669 1.21144
H -0.70769 -3.69566 -1.21084
```

Output
LUMO energy = 0.7 eV
Energy above the lowest of the compared OMol25 structures with the same formula, charge and spin = 0.000 eV
Total charge = 0
Gap between HOMO and LUMO = 10.142 eV
SMILES string = CCO[Si](C#N)(OCC)OC(C)C
HOMO energy = -9.396 eV

Atomic partial charges in e from the natural (NBO) method, atoms 1 to 6:
1 H 0.23
2 Si 2.25
3 C -0.06
4 H 0.21
5 H 0.21
6 H 0.21

=====

(3)
C8H17NO4S | ωB97M-V/def2-TZVPD

```
31
Properties=species:S:1:pos:R:3
O -3.12105 -0.34340 -0.57074
O -2.61023 1.16317 1.25762
H 0.73484 -2.81016 0.89395
C 1.33403 -1.22802 -0.39341
C 1.38247 -1.96552 0.98441
H -0.49676 2.32006 1.27650
H 0.88248 2.04058 1.85899
O 1.62857 2.25724 -0.62011
C -0.85405 -2.19772 -0.99607
H 1.74573 -0.29834 -0.57773
C -0.51401 0.01158 0.22787
S -2.06012 0.55483 -0.14787
H -0.95525 -2.66615 -0.02820
H 0.75031 -0.75136 -2.74899
O -1.96506 1.71085 -1.04659
H -1.01800 -0.26115 -2.46143
C -0.03229 -0.20841 -2.06381
H 2.30632 -2.19876 2.88423
H 0.23600 3.67035 2.10216
H 0.65253 3.97064 -0.65740
H -0.51157 -0.58091 1.17271
C 0.97721 3.07311 -0.04365
C 0.46010 2.85538 1.31287
H 0.21719 0.80145 -1.76325
C 2.19986 -1.65595 1.98114
H 2.77043 -0.70153 1.88297
H -3.55524 1.17679 0.95893
H -1.90889 -1.96553 -1.13103
H -0.42374 -2.82665 -1.64799
H 1.78197 -2.01237 -1.10714
N -0.03381 -0.93415 -0.78894
```

Output
LUMO energy = 0.6 eV
Energy above the lowest of the compared OMol25 structures with the same formula, charge and spin = 4.129 eV
Total charge = 0
Gap between HOMO and LUMO = 8.778 eV
SMILES string = C=CC[N+](C)(C)C=[S@@](=O)([O-])O.CC=O
HOMO energy = -8.180 eV

Atomic partial charges in e from the natural (NBO) method, atoms 1 to 6:
1 O -0.99
2 O -0.87
3 H 0.20
4 C -0.24
5 C -0.21
6 H 0.29